The following is a quantum chemistry calculation of a cluster of 2 separate species, C10H26BFN4O3SSi2 in total in a non-equilibrium geometry, from the OMol25 dataset.

Each atom is followed by the atoms it is bonded to, with distances in Å.
Cartesian coordinates (Å):
1 C -2.15 -3.62 4.58  N2 1.503, H14 1.154, H15 1.138, H16 1.137
2 N -1.25 -2.63 3.91  C1 1.503, C3 1.437, C9 1.447
3 C -0.42 -2.94 2.77  N2 1.437, C4 1.543, H17 1.133
4 C 0.33 -1.62 2.51  C3 1.543, N5 1.462, H18 1.133
5 N -0.15 -0.70 3.53  C4 1.462, B6 1.515, C9 1.459
6 B 0.41 0.71 3.60  N5 1.515, N7 1.508, O8 1.447
7 N 1.86 0.96 3.26  B6 1.508, H19 1.031, H20 1.038
8 O -0.35 1.88 3.97  B6 1.447, H21 0.991
9 C -1.15 -1.28 4.43  N2 1.447, N5 1.459, S10 1.842
10 S -2.04 -0.54 5.86  C9 1.842, O11 1.491, O12 1.515, F13 1.700
11 O -2.53 0.85 5.64  S10 1.491
12 O -1.06 -0.57 7.01  S10 1.515
13 F -3.40 -1.46 6.32  S10 1.700
14 H -2.05 -3.42 5.71  C1 1.154
15 H -1.78 -4.68 4.41  C1 1.138
16 H -3.21 -3.42 4.20  C1 1.137
17 H -0.29 -3.91 2.20  C3 1.133
18 H 1.09 -1.45 1.68  C4 1.133
19 H 2.38 0.07 3.17  N7 1.031
20 H 2.24 1.43 4.10  N7 1.038
21 H -0.11 2.03 4.92  O8 0.991
22 C -0.53 -0.06 -0.27  Si23 1.893, H31 1.096, H32 1.092, H33 1.093
23 Si 0.40 0.71 -1.74  C22 1.893, C24 1.881, C25 1.879, N26 1.725
24 C 2.17 0.08 -1.65  Si23 1.881, H34 1.097, H35 1.091, H36 1.092
25 C 0.40 2.57 -1.45  Si23 1.879, H37 1.092, H38 1.092, H39 1.096
26 N -0.40 0.26 -3.19  Si23 1.725, Si27 1.732
27 Si 0.17 0.78 -4.74  N26 1.732, C28 1.880, C29 1.879, C30 1.890
28 C 1.91 0.16 -5.12  Si27 1.880, H40 1.092, H41 1.095, H42 1.092
29 C 0.14 2.65 -4.94  Si27 1.879, H43 1.092, H44 1.095, H45 1.092
30 C -0.96 0.07 -6.08  Si27 1.890, H46 1.092, H47 1.093, H48 1.096
31 H -0.04 0.22 0.67  C22 1.096
32 H -1.56 0.30 -0.24  C22 1.092
33 H -0.53 -1.15 -0.35  C22 1.093
34 H 2.56 0.19 -0.63  C24 1.097
35 H 2.83 0.64 -2.31  C24 1.091
36 H 2.22 -0.98 -1.91  C24 1.092
37 H -0.60 2.99 -1.59  C25 1.092
38 H 1.09 3.08 -2.13  C25 1.092
39 H 0.73 2.79 -0.43  C25 1.096
40 H 2.66 0.69 -4.54  C28 1.092
41 H 2.14 0.34 -6.18  C28 1.095
42 H 1.99 -0.91 -4.93  C28 1.092
43 H -0.83 3.05 -4.63  C29 1.092
44 H 0.30 2.92 -5.99  C29 1.095
45 H 0.92 3.13 -4.35  C29 1.092
46 H -1.99 0.42 -5.94  C30 1.092
47 H -0.96 -1.02 -6.05  C30 1.093
48 H -0.62 0.40 -7.06  C30 1.096

Results
- Frontier orbital gap: 1.881 eV
- Spin multiplicity: 1
- Charge: 0
- LUMO energy: -3.44 eV
- Strongest force on any atom: 0.139 Eh/bohr
- E: -1943.1628 a.u.

natural (NBO) atomic charge list, values in e, 6 entries: number 1, C, carries -0.432; number 2, N, carries -0.285; number 3, C, carries -0.021; number 4, C, carries 0.041; number 5, N, carries -0.578; number 6, B, carries 1.196